1.
A molecular structure, C55H47CrN2O2P2Si2, computed with wB97M-V/def2-TZVPD.

2S+1	4
ΔE to the lowest compared entry with this formula, charge and spin	4.92	kJ/mol
Kohn-Sham gap (spin up / spin down)	7.9 / 7.4	eV
HOMO (spin up / spin down)	-7.508 / -7.339	eV

Atoms and positions in Å:
Cr: 0.566 0.606 -0.110
C: 4.342 0.359 0.725
Si: 2.646 -0.470 0.784
C: 2.832 -2.173 -0.058
C: 4.027 -2.893 -0.116
C: 4.083 -4.155 -0.688
C: 2.936 -4.733 -1.218
C: 1.741 -4.033 -1.190
C: 1.692 -2.763 -0.617
P: 0.156 -1.782 -0.661
C: -0.960 -2.506 0.580
C: -2.246 -1.968 0.659
C: -3.212 -2.585 1.435
C: -2.890 -3.716 2.174
C: -1.596 -4.214 2.152
C: -0.631 -3.617 1.349
C: -0.620 -2.357 -2.217
C: -1.720 -3.210 -2.256
C: -2.220 -3.650 -3.475
C: -1.622 -3.253 -4.661
C: -0.518 -2.413 -4.627
C: -0.023 -1.969 -3.413
C: 2.356 -1.058 2.589
C: 3.267 -1.922 3.206
C: 3.061 -2.401 4.488
C: 1.931 -2.013 5.201
C: 1.022 -1.145 4.624
C: 1.224 -0.684 3.323
P: 0.202 0.608 2.540
C: -1.488 0.499 3.200
C: -2.283 1.645 3.103
C: -3.609 1.620 3.495
C: -4.162 0.447 3.996
C: -3.386 -0.697 4.078
C: -2.059 -0.678 3.667
C: 0.886 2.048 3.445
C: 0.408 2.408 4.705
C: 1.023 3.417 5.430
C: 2.132 4.070 4.910
C: 2.624 3.707 3.666
C: 2.004 2.702 2.936
H: 5.130 -0.276 1.139
H: 4.340 1.288 1.298
H: 4.603 0.603 -0.307
H: 4.938 -2.454 0.276
H: 5.025 -4.688 -0.730
H: 2.977 -5.717 -1.667
H: 0.853 -4.466 -1.635
H: -2.494 -1.076 0.091
H: -4.211 -2.171 1.477
H: -3.646 -4.199 2.781
H: -1.336 -5.082 2.745
H: 0.370 -4.027 1.310
H: -2.197 -3.536 -1.341
H: -3.079 -4.309 -3.492
H: -2.015 -3.597 -5.609
H: -0.043 -2.091 -5.545
H: 0.835 -1.313 -3.405
H: 4.154 -2.239 2.667
H: 3.781 -3.074 4.938
H: 1.769 -2.377 6.208
H: 0.160 -0.817 5.192
H: -1.856 2.567 2.723
H: -4.210 2.517 3.412
H: -5.197 0.427 4.315
H: -3.813 -1.618 4.453
H: -1.473 -1.588 3.710
H: -0.451 1.901 5.126
H: 0.638 3.689 6.404
H: 2.614 4.857 5.475
H: 3.490 4.208 3.254
H: 2.388 2.437 1.962
O: 0.847 2.561 0.263
N: -0.185 3.315 0.246
N: -1.260 2.695 -0.010
O: -1.282 1.402 -0.251
C: -2.494 3.417 -0.084
C: -3.558 2.818 -0.736
C: -4.759 3.507 -0.817
C: -4.886 4.767 -0.252
C: -3.806 5.348 0.399
C: -2.597 4.677 0.491
H: -3.430 1.843 -1.181
H: -5.596 3.055 -1.333
H: -5.826 5.299 -0.319
H: -3.903 6.330 0.843
H: -1.749 5.116 0.995
C: 4.340 -0.470 -5.330
C: 4.165 -0.994 -4.059
C: 3.200 -0.456 -3.216
C: 2.388 0.607 -3.611
C: 2.592 1.125 -4.894
C: 3.551 0.596 -5.745
Si: 1.091 1.375 -2.448
C: -0.523 1.617 -3.432
C: -1.646 0.797 -3.303
C: -2.806 1.027 -4.029
C: -2.879 2.105 -4.899
C: -1.788 2.953 -5.029
C: -0.631 2.710 -4.300
H: 5.089 -0.885 -5.994
H: 4.774 -1.823 -3.718
H: 3.078 -0.879 -2.226
H: 1.986 1.955 -5.242
H: 3.685 1.015 -6.735
H: 1.557 2.793 -2.351
H: -1.625 -0.035 -2.610
H: -3.656 0.364 -3.912
H: -3.784 2.290 -5.466
H: -1.839 3.808 -5.691
H: 0.202 3.397 -4.397



2.
A single CHOPS molecule at a distorted geometry, computed with wB97M-V/def2-TZVPD.

2S+1	1
ΔE to the lowest compared entry with this formula, charge and spin	94.43	kJ/mol
Kohn-Sham gap	8.2	eV
HOMO	-9.283	eV

Atoms and positions in Å:
C: 0.758 -0.438 0.488
O: -1.786 1.404 -0.414
P: -0.369 1.165 -0.568
S: 0.293 -1.077 -0.943
H: 1.104 -1.053 1.437



3.
2 unconnected molecules or ions with the total composition C6H12O, computed with wB97M-V/def2-TZVPD.

2S+1	1
ΔE to the lowest compared entry with this formula, charge and spin	188.07	kJ/mol
SMILES string	CC1=CO[C@@H](C)C1.[H][H]
Kohn-Sham gap	9.2	eV
HOMO	-8.119	eV

Atoms and positions in Å:
C: 0.584 -1.743 0.783
C: -0.046 -0.418 0.504
C: 0.293 0.782 0.982
O: -0.168 1.840 0.244
C: -0.586 1.253 -1.016
C: 0.598 1.172 -1.974
C: -1.025 -0.157 -0.628
H: 1.043 -1.792 1.773
H: 1.382 -1.906 0.045
H: -0.116 -2.579 0.682
H: -0.713 -0.763 2.931
H: 0.877 1.050 1.856
H: -0.426 -0.992 3.580
H: -1.381 1.893 -1.406
H: 1.075 2.143 -2.122
H: 0.269 0.782 -2.944
H: 1.346 0.476 -1.575
H: -0.948 -0.863 -1.461
H: -2.059 -0.179 -0.254



4.
A single C4H7N3O molecule at a distorted geometry, computed with wB97M-V/def2-TZVPD.

2S+1	1
ΔE to the lowest compared entry with this formula, charge and spin	446.06	kJ/mol
SMILES string	[H]/N=C\[C@H](N)C(O)=C=N
Kohn-Sham gap (spin up / spin down)	7.8 / 7.8	eV
HOMO (spin up / spin down)	-7.626 / -7.626	eV

Atoms and positions in Å:
C: 0.441 0.657 0.836
C: 1.576 0.084 0.292
N: -1.876 0.798 0.166
C: -0.760 -0.102 0.369
C: 0.102 -0.642 -0.938
O: 0.305 1.979 0.975
N: 2.700 -0.385 0.498
N: 0.309 -1.873 -1.248
H: -0.669 2.131 0.933
H: 3.182 -0.679 -0.356
H: -2.008 1.023 -0.815
H: -2.744 0.415 0.522
H: 0.437 -2.518 -0.473
H: -0.990 -0.970 0.988
H: -0.005 0.082 -1.747



5.
A molecular structure, C4H6OS at a distorted geometry, computed with wB97M-V/def2-TZVPD.

2S+1	1
ΔE to the lowest compared entry with this formula, charge and spin	57.98	kJ/mol
Kohn-Sham gap	10.2	eV
HOMO	-9.503	eV

Atoms and positions in Å:
C: -1.390 0.096 -0.274
C: -0.072 -0.008 0.468
C: 1.007 -1.028 -0.074
C: 0.807 1.232 0.167
H: -1.163 0.114 -1.340
H: -1.889 1.034 0.024
H: -2.027 -0.771 -0.027
H: -0.098 -0.039 1.619
H: 0.702 -1.485 -1.039
H: 1.251 -1.787 0.673
O: 0.587 2.362 -0.080
S: 2.283 0.280 -0.116



6.
A molecular structure, C13H20BrCl3N3O3RuSi, computed with wB97M-V/def2-TZVPD.

2S+1	2
ΔE to the lowest compared entry with this formula, charge and spin	21.87	kJ/mol
Kohn-Sham gap (spin up / spin down)	8.9 / 7.1	eV
total charge	+2
HOMO (spin up / spin down)	-14.744 / -14.734	eV

Atoms and positions in Å:
Ru: -0.196 -0.449 0.024
C: 0.229 -0.396 4.841
N: 1.344 -0.514 3.895
C: 2.616 -0.948 4.480
C: 1.155 -0.330 2.608
O: 0.040 -0.009 2.120
C: 2.318 -0.547 1.650
O: 1.923 -0.193 0.318
C: 2.397 1.054 -0.210
C: 1.227 1.948 -0.586
O: 0.053 1.454 -0.615
N: 1.435 3.195 -0.918
C: 2.761 3.812 -1.008
C: 0.321 4.067 -1.315
H: 0.434 0.417 5.535
H: -0.690 -0.198 4.302
H: 0.140 -1.328 5.397
H: 2.744 -0.447 5.436
H: 2.603 -2.025 4.646
H: 3.460 -0.689 3.849
H: 3.197 0.032 1.931
H: 2.594 -1.602 1.628
H: 3.053 1.540 0.509
H: 2.971 0.822 -1.112
H: 3.557 3.081 -0.913
H: 2.854 4.288 -1.983
H: 2.864 4.571 -0.234
H: -0.618 3.655 -0.966
H: 0.484 5.047 -0.873
H: 0.300 4.160 -2.400
Br: -5.533 -2.839 -0.056
C: -4.453 -1.326 0.164
C: -4.992 -0.089 0.473
C: -4.126 0.984 0.621
C: -2.773 0.790 0.445
N: -2.254 -0.412 0.132
C: -3.085 -1.454 0.006
H: -6.060 0.032 0.597
H: -4.497 1.967 0.870
H: -2.071 1.606 0.549
H: -2.654 -2.417 -0.224
Cl: -1.689 -2.377 -3.014
Si: -0.196 -1.618 -1.910
Cl: 0.015 -2.775 -0.054
Cl: 1.512 -1.734 -2.975



Question: Which of these has the highest 2S+1?
Answer: C55H47CrN2O2P2Si2



Question: Which value of 2S+1 does entry 2 give?
Answer: 1



Repeat the fourth record exactly.
A single C4H7N3O molecule at a distorted geometry, computed with wB97M-V/def2-TZVPD.

2S+1	1
ΔE to the lowest compared entry with this formula, charge and spin	446.06	kJ/mol
SMILES string	[H]/N=C\[C@H](N)C(O)=C=N
Kohn-Sham gap (spin up / spin down)	7.8 / 7.8	eV
HOMO (spin up / spin down)	-7.626 / -7.626	eV

Atoms and positions in Å:
C: 0.441 0.657 0.836
C: 1.576 0.084 0.292
N: -1.876 0.798 0.166
C: -0.760 -0.102 0.369
C: 0.102 -0.642 -0.938
O: 0.305 1.979 0.975
N: 2.700 -0.385 0.498
N: 0.309 -1.873 -1.248
H: -0.669 2.131 0.933
H: 3.182 -0.679 -0.356
H: -2.008 1.023 -0.815
H: -2.744 0.415 0.522
H: 0.437 -2.518 -0.473
H: -0.990 -0.970 0.988
H: -0.005 0.082 -1.747